An isolated molecule of C2H3ClO2S. Source: OMol25; level of theory: ωB97M-V/def2-TZVPD.

Positions of all 9 atoms, in Å:
C1 0.039 -0.507 -0.391
C2 1.240 -0.344 0.429
O1 -2.042 0.759 -0.043
O2 1.477 -0.684 1.578
S1 -0.618 1.152 -0.610
Cl1 2.447 0.738 -0.381
H1 0.276 -0.976 -1.533
H2 -0.817 -1.095 -0.052
H3 -2.003 0.957 1.003

Output
- frontier orbital gap (alpha / beta) (eV) = 5.083 / 5.137
- charge = 0
- ΔE to the lowest compared entry with this formula, charge and spin (kcal/mol) = 93.9
- multiplicity = 3
- LUMO (alpha / beta) (eV) = -0.4 / -4.0
- E_HOMO (alpha / beta) (eV) = -5.447 / -9.099

***

A structure of composition C31H40N4ORu. Source: OMol25; level of theory: ωB97M-V/def2-TZVPD.

Positions of all 77 atoms, in Å:
Ru1 1.089 -0.150 -0.683
N1 -2.716 -1.524 0.786
N2 -0.652 -2.179 -1.399
C1 2.781 1.074 -0.711
C2 3.095 -0.168 -0.025
C3 2.204 -0.293 1.106
C4 2.082 -1.469 2.016
H1 2.088 -2.402 1.443
H2 1.148 -1.436 2.587
H3 2.907 -1.519 2.738
C5 1.370 0.887 1.139
C6 0.231 1.114 2.072
H4 0.528 1.058 3.127
H5 -0.543 0.342 1.914
H6 -0.219 2.092 1.882
C7 1.726 1.727 0.019
C8 1.018 2.959 -0.424
H7 0.370 3.340 0.369
H8 0.388 2.748 -1.302
H9 1.731 3.736 -0.719
C9 4.045 -1.210 -0.504
H10 4.941 -1.256 0.130
H11 4.343 -0.993 -1.534
H12 3.572 -2.201 -0.499
C10 3.281 1.536 -2.031
H13 2.452 1.633 -2.752
H14 3.993 0.814 -2.441
H15 3.752 2.524 -1.939
C11 -3.642 -1.474 1.741
H16 -4.355 -0.656 1.697
C12 -3.747 -2.435 2.770
H17 -4.482 -2.289 3.563
C13 -2.923 -3.566 2.678
H18 -3.073 -4.422 3.338
C14 -1.915 -3.596 1.732
H19 -1.220 -4.433 1.644
C15 -1.775 -2.508 0.806
C16 -0.613 -2.502 -0.035
H20 0.210 -3.160 0.251
C17 -0.308 -0.901 -1.766
C18 -0.773 -2.952 -2.576
H21 -0.998 -4.003 -2.521
C19 -0.633 -2.106 -3.624
H22 -0.624 -2.298 -4.684
N3 -0.494 -0.809 -3.119
C20 -0.643 0.476 -3.730
C21 0.170 0.865 -4.803
C22 0.097 2.192 -5.240
H23 0.734 2.512 -6.067
C23 -0.727 3.127 -4.616
C24 -0.782 4.546 -5.093
H24 -0.572 5.256 -4.284
H25 -1.774 4.793 -5.494
H26 -0.041 4.705 -5.882
C25 -1.507 2.718 -3.529
H27 -2.146 3.439 -3.010
C26 -1.473 1.401 -3.068
C27 -2.344 1.010 -1.918
H28 -3.090 0.245 -2.183
H29 -2.888 1.906 -1.596
H30 -1.782 0.643 -1.043
C28 1.166 -0.070 -5.404
H31 0.696 -0.985 -5.783
H32 1.951 -0.350 -4.685
H33 1.662 0.432 -6.245
C29 -1.298 0.594 5.960
N4 -0.573 -0.602 6.363
C30 0.012 -0.667 7.698
C31 -0.255 -1.558 5.457
O1 -0.526 -1.523 4.254
H34 -1.670 1.071 6.875
H35 -2.149 0.323 5.318
H36 -0.641 1.310 5.430
H37 0.209 -1.727 7.907
H38 0.953 -0.093 7.764
H39 -0.697 -0.273 8.434
H40 0.293 -2.390 5.953

Output
- frontier orbital gap (alpha / beta) (eV) = 2.228 / 6.096
- charge = -1
- ΔE to the lowest compared entry with this formula, charge and spin (kcal/mol) = 29.2
- multiplicity = 6
- LUMO (alpha / beta) (eV) = 2.6 / 2.6
- E_HOMO (alpha / beta) (eV) = 0.398 / -3.533

***

The ion C30H34NOS with charge +1. Source: OMol25; level of theory: ωB97M-V/def2-TZVPD.

Positions of all 67 atoms, in Å:
C1 2.582 -0.618 3.149
S1 2.884 0.092 1.512
C2 3.403 -1.378 0.594
C3 1.153 0.537 0.668
C4 0.314 0.897 1.881
C5 -0.972 0.160 2.147
C6 -1.138 -1.211 1.909
C7 -2.388 -1.805 2.098
C8 -3.488 -1.015 2.442
C9 -3.317 0.345 2.727
C10 -2.050 0.907 2.653
O1 0.675 1.843 2.589
H1 3.556 -0.567 3.651
H2 1.866 0.011 3.681
H3 2.247 -1.655 3.062
H4 4.500 -1.341 0.564
H5 3.059 -2.273 1.122
H6 3.011 -1.322 -0.425
H7 0.828 -0.381 0.164
H8 -0.281 -1.806 1.594
H9 -2.501 -2.883 1.970
H10 -4.476 -1.465 2.496
H11 -4.161 0.977 3.015
H12 -1.881 1.942 2.945
C11 3.598 4.400 -1.445
C12 4.289 3.178 -0.833
C13 5.776 3.220 -1.193
C14 4.177 3.149 0.693
C15 3.646 1.946 -1.473
N1 4.246 1.350 -2.541
C16 3.439 0.347 -3.065
C17 2.261 0.314 -2.276
C18 1.192 -0.500 -2.653
C19 1.274 -1.185 -3.872
C20 2.442 -1.127 -4.661
C21 3.547 -0.359 -4.257
C22 2.399 1.348 -1.285
C23 1.321 1.692 -0.304
C24 -0.041 2.062 -0.929
C25 -0.269 2.147 -2.309
C26 -1.580 2.293 -2.777
C27 -2.656 2.423 -1.895
C28 -4.063 2.489 -2.407
C29 -2.396 2.497 -0.529
C30 -1.089 2.432 -0.074
H13 2.518 4.417 -1.243
H14 4.049 5.321 -1.058
H15 3.737 4.392 -2.535
H16 6.301 2.311 -0.877
H17 5.928 3.377 -2.268
H18 6.232 4.073 -0.674
H19 4.489 2.167 1.077
H20 4.848 3.910 1.120
H21 3.167 3.356 1.064
H22 5.157 1.596 -2.912
H23 0.301 -0.548 -2.027
H24 0.420 -1.764 -4.217
H25 2.474 -1.688 -5.596
H26 4.456 -0.291 -4.849
H27 1.654 2.580 0.271
H28 0.549 2.105 -3.028
H29 -1.787 2.304 -3.848
H30 -4.774 2.488 -1.570
H31 -4.240 3.389 -3.011
H32 -4.260 1.616 -3.041
H33 -3.213 2.625 0.185
H34 -0.879 2.695 0.961

Output
- frontier orbital gap (eV) = 7.080
- charge = +1
- multiplicity = 1
- LUMO (eV) = -3.4
- E_HOMO (eV) = -10.473

***

An isolated molecule of C2H5N3O. Source: OMol25; level of theory: ωB97M-V/def2-TZVPD.

Positions of all 11 atoms, in Å:
N1 -2.138 -0.030 0.267
C1 -1.026 -0.603 -0.299
O1 -1.032 -1.624 -0.942
N2 0.140 0.130 0.016
C2 1.279 -0.234 -0.582
N3 2.378 0.383 -0.113
H1 -2.999 -0.423 -0.080
H2 -2.133 0.972 0.378
H3 0.091 0.810 0.778
H4 3.048 -0.360 -0.153
H5 2.393 0.979 0.729

Output
- frontier orbital gap (eV) = 9.295
- charge = 0
- ΔE to the lowest compared entry with this formula, charge and spin (kcal/mol) = 39.2
- multiplicity = 1
- LUMO (eV) = 0.7
- E_HOMO (eV) = -8.559

***

A cluster of 2 separate species, C7H20N2OSi2 in total. Source: OMol25; level of theory: ωB97M-V/def2-TZVPD.

Positions of all 32 atoms, in Å:
C1 1.128 -0.822 2.227
Si1 1.172 0.445 0.728
C2 2.947 0.081 0.011
C3 0.967 2.420 1.170
N1 0.020 0.035 -0.402
Si2 -1.736 0.061 -0.589
C4 -2.404 -1.639 -1.241
C5 -2.425 0.615 1.192
C6 -2.206 1.373 -1.843
H1 1.565 -0.290 3.117
H2 0.089 -1.151 2.589
H3 1.598 -1.659 1.918
H4 3.164 0.312 -1.001
H5 3.455 0.824 0.463
H6 3.476 -0.803 0.265
H7 -0.011 2.803 0.746
H8 0.826 2.330 2.273
H9 1.823 2.993 0.990
H10 0.496 -0.005 -1.312
H11 -2.328 -2.386 -0.415
H12 -3.403 -1.792 -1.744
H13 -1.628 -1.914 -1.993
H14 -2.760 -0.117 2.048
H15 -1.621 1.265 1.671
H16 -3.293 1.178 0.804
H17 -1.711 1.224 -2.868
H18 -3.279 1.344 -2.015
H19 -1.936 2.302 -1.488
N2 1.378 -2.464 -0.983
C7 2.429 -2.353 -1.592
O1 3.470 -2.406 -2.130
H20 0.738 -1.801 -0.595

Output
- frontier orbital gap (eV) = 10.086
- charge = 0
- ΔE to the lowest compared entry with this formula, charge and spin (kcal/mol) = 58.5
- multiplicity = 1
- LUMO (eV) = 0.6
- E_HOMO (eV) = -9.516
- SMILES = C[Si](C)(C)N[Si](C)(C)C.N=C=O

***

An isolated molecule of C8H12N2S. Source: OMol25; level of theory: ωB97M-V/def2-TZVPD.

Positions of all 23 atoms, in Å:
C1 -3.278 0.973 -1.598
C2 -2.188 0.384 -1.169
C3 -0.846 1.055 -1.299
C4 0.049 0.257 -0.393
C5 -0.555 -0.582 0.418
S1 -2.215 -0.941 0.063
N1 0.220 -1.209 1.360
C6 -0.092 -1.467 2.770
N2 1.467 -0.544 1.233
C7 1.486 0.425 0.125
C8 2.530 0.217 -1.021
H1 -4.103 0.343 -1.733
H2 -3.171 1.923 -2.100
H3 -0.725 2.061 -1.252
H4 -0.522 0.851 -2.324
H5 0.946 -1.313 3.247
H6 -0.668 -0.582 3.192
H7 -0.583 -2.402 2.916
H8 2.213 -1.331 0.945
H9 1.638 1.410 0.496
H10 2.479 -0.633 -1.698
H11 3.418 0.049 -0.532
H12 2.499 1.055 -1.644

Output
- frontier orbital gap (eV) = 7.969
- charge = 0
- ΔE to the lowest compared entry with this formula, charge and spin (kcal/mol) = 84.6
- multiplicity = 1
- LUMO (eV) = 0.9
- E_HOMO (eV) = -7.108
- SMILES = C=C1CC2=C(S1)N(C)N[C@H]2C

***

How do the records compare in max |F|? In the order shown, they have 4.63, 3.63, 1.81, 1.39, 5.58, 5.01 eV/A.